Formula: C80H170N9O24
Source: the Open Molecules 2025 dataset
Level of theory: the ωB97M-V functional and the def2-TZVPD basis

Cartesian coordinates (Å):
C -9.31 -5.09 0.47
C -8.17 -4.14 0.72
C -7.36 -4.32 2.02
N -5.99 -3.66 2.06
C -5.00 -4.58 1.19
C -5.99 -2.21 1.44
C -5.46 -1.34 2.56
C -4.71 -2.27 3.38
C -5.45 -3.54 3.48
H -10.27 -4.59 0.56
H -9.41 -5.85 1.24
H -9.17 -5.65 -0.46
H -8.59 -3.14 0.63
H -7.46 -4.16 -0.11
H -7.32 -5.40 2.15
H -7.98 -3.84 2.78
H -5.11 -4.61 0.10
H -5.18 -5.58 1.58
H -3.97 -4.29 1.40
H -5.30 -2.26 0.60
H -6.95 -1.90 1.02
H -4.89 -0.47 2.21
H -6.32 -0.97 3.13
H -3.71 -2.34 2.96
H -4.40 -1.83 4.33
H -4.80 -4.34 3.82
H -6.32 -3.35 4.10
C -2.34 -7.01 -4.16
C -1.53 -5.77 -3.80
C -0.99 -6.01 -2.37
N 0.00 -4.95 -1.83
C -0.80 -3.66 -1.43
C 1.19 -4.72 -2.75
C 2.34 -4.21 -1.91
C 2.14 -4.82 -0.53
C 0.76 -5.51 -0.59
H -3.17 -7.21 -3.48
H -1.72 -7.90 -4.03
H -2.89 -6.87 -5.09
H -2.27 -4.98 -3.93
H -0.73 -5.75 -4.54
H -0.45 -6.95 -2.25
H -1.77 -6.11 -1.62
H -0.11 -2.95 -0.99
H -1.49 -4.07 -0.69
H -1.33 -3.32 -2.32
H 0.86 -4.03 -3.53
H 1.35 -5.72 -3.14
H 2.32 -3.12 -1.89
H 3.28 -4.52 -2.38
H 2.15 -4.20 0.37
H 2.79 -5.69 -0.39
H 0.19 -5.27 0.31
H 0.82 -6.60 -0.60
C 4.01 -7.49 -8.88
C 4.54 -6.18 -8.29
C 3.96 -5.83 -6.89
N 4.50 -4.47 -6.32
C 5.95 -4.76 -5.95
C 3.66 -4.06 -5.12
C 3.61 -2.59 -5.16
C 4.34 -2.05 -6.38
C 4.43 -3.27 -7.31
H 2.99 -7.36 -9.24
H 3.96 -8.33 -8.19
H 4.58 -7.84 -9.75
H 4.36 -5.46 -9.09
H 5.62 -6.21 -8.16
H 4.19 -6.56 -6.10
H 2.89 -5.70 -7.03
H 5.91 -5.63 -5.29
H 6.39 -3.90 -5.46
H 6.52 -4.95 -6.86
H 4.13 -4.50 -4.24
H 2.64 -4.43 -5.21
H 3.85 -2.15 -4.19
H 2.58 -2.24 -5.28
H 5.37 -1.81 -6.14
H 3.83 -1.20 -6.84
H 5.26 -3.25 -8.01
H 3.56 -3.37 -7.95
C 2.60 2.07 8.57
C 1.64 1.03 8.11
C 0.39 1.61 7.45
N -0.55 0.42 7.07
C -1.00 -0.48 8.27
C -1.78 0.98 6.32
C -1.60 0.53 4.82
C -0.91 -0.77 4.93
C 0.11 -0.57 6.06
H 2.90 2.73 7.75
H 3.48 1.74 9.13
H 2.00 2.76 9.16
H 1.35 0.46 8.99
H 2.13 0.32 7.44
H 0.56 2.10 6.49
H -0.04 2.29 8.19
H -1.79 -1.15 7.96
H -1.46 0.15 9.03
H -0.20 -1.10 8.68
H -2.69 0.58 6.75
H -1.82 2.06 6.40
H -2.49 0.58 4.19
H -0.85 1.17 4.36
H -1.59 -1.61 5.04
H -0.35 -1.08 4.05
H 0.36 -1.56 6.43
H 1.07 -0.16 5.75
C 2.37 0.75 -3.47
C 2.01 0.73 -1.96
C 0.62 1.42 -1.81
N 0.04 1.24 -0.37
C 1.12 1.64 0.65
C -0.25 -0.27 -0.21
C -1.51 -0.39 0.76
C -1.92 1.11 1.05
C -1.35 1.95 -0.13
H 3.20 0.05 -3.58
H 2.75 1.73 -3.75
H 1.60 0.50 -4.21
H 2.84 1.08 -1.36
H 1.80 -0.32 -1.73
H -0.07 0.89 -2.46
H 0.58 2.51 -1.86
H 0.64 1.50 1.62
H 1.44 2.66 0.45
H 1.93 0.91 0.57
H 0.66 -0.84 -0.04
H -0.63 -0.61 -1.17
H -1.34 -0.88 1.72
H -2.31 -1.04 0.41
H -1.61 1.50 2.03
H -3.01 1.13 1.05
H -1.11 2.95 0.23
H -2.09 1.91 -0.92
C 10.60 2.21 -6.15
C 9.73 1.40 -5.17
C 8.61 2.28 -4.54
N 7.34 1.59 -3.98
C 6.59 0.85 -5.19
C 7.74 0.64 -2.83
C 6.68 0.89 -1.75
C 6.33 2.36 -1.92
C 6.39 2.64 -3.44
H 11.35 1.48 -6.44
H 11.08 3.12 -5.78
H 10.03 2.75 -6.90
H 10.48 0.97 -4.51
H 9.43 0.58 -5.82
H 8.18 3.01 -5.23
H 8.99 2.77 -3.64
H 5.65 0.41 -4.85
H 7.26 0.04 -5.47
H 6.35 1.46 -6.06
H 7.87 -0.39 -3.16
H 8.66 1.02 -2.40
H 5.78 0.28 -1.86
H 7.08 0.73 -0.75
H 5.44 2.68 -1.38
H 7.20 2.91 -1.57
H 5.39 2.44 -3.83
H 6.67 3.68 -3.59
C -4.61 2.89 3.71
C -5.86 2.94 4.62
C -6.31 1.53 5.21
N -7.71 1.58 5.95
C -8.84 1.83 5.00
C -7.73 2.75 6.97
C -8.34 2.16 8.20
C -7.91 0.72 8.27
C -7.92 0.31 6.77
H -4.29 3.93 3.64
H -4.84 2.54 2.71
H -3.87 2.21 4.13
H -6.68 3.39 4.06
H -5.76 3.63 5.45
H -5.62 1.27 6.01
H -6.33 0.72 4.48
H -9.80 1.84 5.53
H -8.75 1.00 4.30
H -8.67 2.79 4.52
H -8.29 3.63 6.66
H -6.72 3.07 7.21
H -9.43 2.19 8.24
H -8.03 2.75 9.06
H -8.56 0.12 8.91
H -6.92 0.58 8.70
H -8.83 -0.17 6.40
H -7.12 -0.40 6.58
C -6.55 5.69 -4.83
C -5.48 4.87 -4.00
C -4.14 4.74 -4.83
N -2.92 4.34 -3.97
C -3.24 3.07 -3.19
C -2.45 5.54 -3.10
C -1.00 5.12 -2.76
C -0.44 4.30 -3.94
C -1.65 4.16 -4.85
H -6.10 6.44 -5.48
H -7.25 6.13 -4.11
H -7.13 5.03 -5.47
H -5.84 3.91 -3.62
H -5.34 5.53 -3.15
H -3.92 5.71 -5.30
H -4.27 4.03 -5.65
H -2.25 2.69 -2.94
H -3.97 2.37 -3.62
H -3.71 3.36 -2.25
H -3.00 5.79 -2.20
H -2.44 6.42 -3.75
H -0.95 4.54 -1.84
H -0.31 5.95 -2.56
H 0.14 3.38 -3.83
H 0.33 4.90 -4.43
H -1.61 3.18 -5.32
H -1.77 4.92 -5.62
C 6.63 -1.08 5.32
C 5.95 -0.27 4.13
C 6.30 1.20 4.03
N 5.25 2.12 3.36
C 5.24 1.80 1.82
C 3.88 2.03 3.99
C 3.15 3.37 3.77
C 4.24 4.36 3.47
C 5.58 3.58 3.68
H 6.47 -2.14 5.12
H 6.11 -0.82 6.24
H 7.70 -0.89 5.43
H 4.87 -0.35 4.29
H 6.21 -0.78 3.21
H 7.25 1.48 3.58
H 6.25 1.53 5.07
H 4.95 0.76 1.70
H 6.25 2.05 1.50
H 4.56 2.54 1.40
H 3.34 1.23 3.49
H 4.05 1.88 5.06
H 2.38 3.38 2.99
H 2.56 3.59 4.66
H 4.16 4.74 2.46
H 4.07 5.24 4.10
H 6.46 3.71 3.05
H 5.84 3.83 4.71
O 1.90 4.72 -1.16
C 3.18 4.45 -1.31
O 3.68 4.37 -0.19
O 3.77 4.37 -2.38
H 2.13 4.66 -0.23
O -0.66 -1.27 -4.12
C -1.93 -1.23 -3.97
O -2.52 -0.39 -3.31
O -2.69 -2.08 -4.44
H -0.68 -1.98 -4.76
O -0.80 -3.61 1.87
C -1.38 -4.48 2.64
O -1.55 -4.01 3.84
O -1.77 -5.59 2.17
H -0.45 -3.21 2.67
O -4.79 0.43 -0.36
C -5.33 0.94 -1.46
O -6.04 1.96 -1.44
O -5.39 0.20 -2.45
H -4.49 -0.40 -0.73
O 2.23 -1.31 1.79
C 3.40 -1.62 1.20
O 4.33 -2.04 1.88
O 3.56 -1.43 -0.02
H 2.38 -1.61 2.69
O -1.64 5.23 4.04
C -0.77 4.33 3.63
O 0.02 3.84 4.48
O -0.70 4.16 2.41
H -2.02 5.33 3.16
O 1.67 2.85 -6.07
C 2.66 2.54 -6.88
O 2.52 2.33 -8.08
O 3.73 2.36 -6.30
H 2.34 2.49 -5.49
O -3.18 4.81 0.00
C -3.67 5.88 0.64
O -3.00 6.18 1.65
O -4.56 6.59 0.17
H -2.55 4.78 0.72

Values from the calculation:
<S²>: 0.7506
2S+1: 2
HOMO energy (alpha / beta) (eV): -2.434 / -5.041
Net charge: 0
DFT total energy (eV): -148250.1942